72
Properties=species:S:1:pos:R:3:forces:R:3:mulliken_charge:R:1 method="wB97M-V/def2-TZVPD" multiplicity=1 lumo_energy_ev=-6.4 orbital_gap_ev=5.7679 de_lowest_kj_mol=3.33 homo_energy_ev=-12.2 total_charge=+2
Os 0.287276 0.112187 0.365724 0.250 -0.151 -0.065 0.89
S -1.897521 -0.778195 -2.173512 -0.008 0.112 -0.054 1.41
P 2.574046 -0.377675 -1.507980 0.626 0.282 -0.047 0.59
O -0.809121 -0.518028 -3.086779 0.025 -0.028 -0.018 -0.84
O 1.526653 -1.562386 -1.722677 -0.084 -0.124 -0.151 -0.26
O -2.902190 0.238625 -2.011360 0.016 0.050 -0.005 -0.82
O 1.491464 -2.627411 -3.803771 0.036 -0.055 -0.034 -0.38
N 1.795860 2.060929 3.769475 -0.036 -0.015 0.041 -0.76
N 2.915161 1.349240 3.564130 -0.043 0.007 -0.030 0.23
N -1.125088 -0.948392 -0.706733 -0.084 -0.210 0.017 0.19
N 1.599246 0.725031 1.971699 -0.096 0.106 -0.004 0.44
N -2.279287 3.387023 2.712258 -0.048 0.031 -0.011 -0.52
N -4.346185 -5.933050 -3.474873 -0.015 -0.029 0.033 -0.46
N -0.901365 -1.224528 1.443304 -0.113 0.378 0.019 0.04
N -2.878656 -2.122556 0.485195 0.022 -0.038 -0.080 -0.38
N -0.713166 1.607974 1.270948 -0.612 -0.002 -0.025 0.42
C -1.825279 -3.443379 -2.599062 0.058 -0.013 -0.041 -0.22
C -2.458850 -2.274951 2.846684 0.092 0.044 -0.024 -0.88
C 4.541739 -2.530170 1.251654 0.018 0.023 0.017 -0.72
C -0.293934 2.131348 2.434802 0.051 -0.006 -0.110 0.49
C 3.853222 -0.955455 -0.426250 0.091 -0.067 -0.093 0.61
C -1.280879 -1.574752 2.668687 -0.028 -0.204 0.074 -0.04
C 0.226592 2.936455 -1.244299 -0.199 -0.036 0.021 -1.02
C -3.780582 -4.740910 -3.164583 -0.004 -0.038 -0.019 1.11
C 1.025117 1.660415 2.794366 0.219 0.062 -0.002 0.26
C 2.344143 3.385660 -0.184759 0.118 -0.113 0.000 -0.85
C 2.965210 -0.651862 -3.252524 -0.269 -0.274 -0.121 -0.50
C 5.154100 -0.456437 -0.511020 0.001 0.024 0.094 -0.20
C 2.805619 0.561686 2.493880 0.011 -0.117 -0.006 -0.45
C 2.759370 2.106777 -0.381784 -0.060 0.239 -0.023 -0.57
C -1.084228 3.023468 3.144820 0.107 0.030 0.046 -0.64
C 5.830978 -2.012374 1.190846 -0.024 -0.024 0.017 -0.60
C 6.138590 -0.980754 0.312699 -0.017 0.036 -0.038 -0.87
C -3.221370 -2.522515 1.708773 -0.004 -0.006 0.024 -0.40
C -1.722994 -1.502984 0.391799 0.003 0.075 0.074 0.53
C 0.574762 1.562475 -1.425604 0.322 -0.025 -0.244 -1.45
C 1.871353 1.153765 -0.992840 -0.301 -0.110 0.383 1.69
C -2.690918 2.868897 1.560238 0.001 -0.007 -0.027 -0.54
C 1.057110 3.805907 -0.615263 -0.023 0.054 0.037 -0.78
C 3.546138 -2.004541 0.443752 -0.001 -0.032 -0.016 -0.30
C -1.925266 1.979026 0.822003 0.152 -0.033 0.020 -0.19
C -4.563692 -3.577595 -3.083880 0.017 0.075 0.019 -0.87
C -2.621266 -2.302112 -2.520252 -0.009 0.037 -0.042 -0.33
C 1.929410 -1.779755 -3.148631 -0.049 0.194 0.229 0.32
C -3.990315 -2.369179 -2.760658 -0.016 -0.090 0.072 -0.35
C -2.398676 -4.652648 -2.907268 0.010 0.022 0.007 -0.93
H -1.787486 -5.543281 -2.970530 0.013 -0.013 -0.008 0.33
H 3.589748 -0.090841 2.148804 -0.029 -0.035 -0.037 0.18
H 6.607518 -2.430613 1.816752 0.008 -0.010 0.010 0.46
H -4.592596 -1.475526 -2.688497 -0.022 0.032 -0.008 0.54
H 3.701346 1.455281 4.189191 -0.020 -0.009 -0.013 0.19
H 0.769530 4.841865 -0.495767 0.014 0.017 -0.018 0.49
H -3.780747 -6.750307 -3.615965 -0.017 0.023 -0.010 0.20
H -4.164108 -3.051665 1.781958 -0.010 0.001 0.020 0.49
H 3.023567 4.104042 0.253765 -0.010 0.019 0.028 0.49
H -5.626070 -3.635344 -3.280082 -0.016 0.002 -0.009 0.32
H -0.756315 -3.379173 -2.429281 -0.043 -0.003 -0.016 0.22
H 0.068017 1.012407 -2.209699 -0.033 -0.004 0.092 0.90
H -5.313612 -5.988953 -3.737478 0.027 0.001 -0.008 0.20
H 2.660066 0.112289 -3.966445 -0.003 0.049 0.044 0.41
H 5.408525 0.325943 -1.216459 -0.003 0.021 -0.013 0.52
H 7.148376 -0.599583 0.253149 0.016 0.000 -0.002 0.46
H -0.729183 3.439348 4.079809 0.010 -0.010 0.009 0.50
H -2.271698 1.553643 -0.113305 0.005 -0.032 -0.005 0.35
H -0.626090 -1.305527 3.488154 -0.017 0.011 0.020 0.51
H -2.782629 -2.598907 3.823016 0.015 0.003 0.015 0.44
H 4.316732 -3.352627 1.916672 0.002 -0.007 0.009 0.46
H 3.767778 1.826583 -0.111917 0.016 -0.076 0.063 0.39
H -0.713401 3.278797 -1.658444 -0.010 0.003 0.002 0.57
H 2.544181 -2.418302 0.475780 0.037 -0.001 -0.011 0.35
H -3.670424 3.159843 1.203784 -0.006 0.002 -0.017 0.45
H 3.968663 -1.013418 -3.472325 -0.029 -0.016 -0.056 0.50

60
Properties=species:S:1:pos:R:3:forces:R:3:mulliken_spin:R:1 method="wB97M-V/def2-TZVPD" multiplicity=5 s2=6.020 lumo_energy_ev="-5.2 / -9.4" orbital_gap_ev="9.5529 / 5.4411" homo_energy_ev="-14.7 / -14.8" total_charge=+2
I -2.522134 -4.081412 -2.912454 -0.138 0.010 0.031 0.00
Co 0.010916 -0.532407 0.191687 -0.054 0.015 -0.262 2.82
P 0.285810 1.782681 -0.355612 0.100 -0.213 0.163 0.12
O -0.136903 -1.834040 -1.300077 -0.056 0.018 0.154 0.06
N -0.064995 -3.863041 -0.278821 0.015 0.011 -0.071 0.01
N -1.887629 -0.708281 0.782943 0.057 0.068 -0.080 0.03
C 5.047808 -1.508388 -0.329246 0.102 0.021 0.089 0.04
C 1.552015 2.141453 -1.602450 0.104 0.051 -0.055 0.01
C -0.032387 2.150828 2.385996 -0.008 0.030 0.066 0.01
C 1.941185 3.618605 -1.686238 -0.007 0.011 -0.061 0.01
C -0.438168 -3.732106 -2.666437 0.046 -0.072 -0.053 0.01
C -6.540444 -0.032734 1.719101 0.053 -0.025 -0.046 0.00
C -3.036768 -0.685451 0.742106 -0.515 -0.104 0.135 0.02
C 4.970786 0.378658 1.373738 0.087 -0.018 -0.006 0.06
C -0.201196 -3.081391 -1.344630 0.004 0.001 -0.087 -0.02
C -5.130344 -1.310995 -0.334817 -0.096 -0.042 -0.091 0.00
C -4.470576 -0.677205 0.717741 0.592 0.052 0.039 0.00
C 4.854388 -2.025985 2.164755 0.022 0.014 0.000 0.04
C -1.219066 2.654462 -0.860549 -0.152 0.032 -0.059 0.00
C 4.469311 -1.062940 1.026687 -0.079 0.051 -0.039 0.11
C 3.040402 -0.941487 0.935826 -0.915 -0.052 0.023 0.40
C -6.512660 -1.297523 -0.349741 0.053 0.019 0.027 0.00
C -1.637070 2.339229 -2.298664 -0.027 -0.001 0.020 0.00
C -7.207863 -0.660989 0.672935 -0.086 0.004 0.008 0.01
C 1.777137 -0.853031 0.869404 1.022 -0.005 0.150 0.24
C -5.158603 -0.035021 1.748119 -0.083 0.029 0.090 0.01
C 0.827120 2.569071 1.193212 0.001 0.074 0.024 0.01
H 1.071774 4.258990 -1.844387 0.011 -0.025 -0.011 0.00
H -2.003667 2.369045 -0.156041 -0.011 0.007 0.005 0.00
H 0.051705 -4.696647 -2.755518 0.041 0.010 0.003 0.00
H -0.962445 2.799579 -3.019440 0.006 0.002 0.004 0.00
H 4.483114 -1.675098 3.126503 -0.015 0.004 -0.012 0.00
H -4.617834 0.441409 2.555138 -0.009 -0.002 -0.013 0.00
H 4.533658 0.751759 2.298524 -0.018 -0.040 0.005 0.00
H -4.564333 -1.800078 -1.117084 -0.016 0.002 0.003 0.00
H 4.677873 -2.492464 -0.614535 -0.012 0.001 0.031 -0.01
H -0.131709 -3.061568 -3.459771 0.045 -0.007 -0.013 0.00
H 2.413677 1.510225 -1.367778 0.020 0.044 -0.001 0.00
H 2.448375 3.957721 -0.783541 -0.008 -0.023 0.008 0.00
H -1.652392 1.264219 -2.496623 -0.006 0.000 0.044 0.00
H -0.155423 -4.862843 -0.369067 -0.003 -0.004 0.027 0.00
H -7.048864 -1.780959 -1.154526 -0.004 0.007 0.015 0.00
H 1.165200 1.780167 -2.557753 0.004 -0.008 -0.009 0.00
H 2.617079 3.779303 -2.524738 0.009 -0.005 0.007 0.00
H 4.776859 1.080717 0.563170 -0.013 -0.042 0.003 0.00
H 4.810225 -0.796576 -1.118954 -0.015 0.001 0.011 0.00
H -1.072869 2.452295 2.256263 0.013 0.003 -0.004 0.00
H -8.289841 -0.655407 0.655498 0.008 -0.003 -0.002 0.00
H -0.013072 1.070245 2.553697 0.033 -0.023 -0.050 0.00
H -7.095450 0.454146 2.508924 -0.006 -0.009 -0.020 0.00
H 5.941857 -2.078188 2.211456 -0.002 -0.005 0.007 0.00
H 0.330682 2.615805 3.301562 -0.013 0.029 -0.020 0.00
H 0.058192 -3.486995 0.648561 -0.023 0.031 -0.039 0.01
H -2.636670 2.723708 -2.493414 0.012 0.020 -0.002 0.00
H 6.049385 0.292896 1.513441 -0.008 0.035 -0.024 0.01
H 0.801328 3.652468 1.059676 0.004 0.010 0.014 0.00
H 4.470525 -3.028641 1.981129 0.007 0.006 -0.019 -0.01
H 6.132069 -1.569418 -0.232513 -0.012 0.012 -0.029 0.00
H 1.875513 2.296552 1.344589 -0.009 -0.043 0.029 0.00
H -1.044610 3.723094 -0.716985 -0.052 0.033 -0.056 0.01

60
Properties=species:S:1:pos:R:3:forces:R:3:mulliken_charge:R:1 method="wB97M-V/def2-TZVPD" multiplicity=1 lumo_energy_ev=0.1 orbital_gap_ev=9.9466 de_lowest_kj_mol=0.00 homo_energy_ev=-9.8 smiles="COC(=O)OC.BrCCBr.BrCCBr.BrCCBr.BrCCBr.BrCCBr.BrCCBr"
Br 2.207102 6.426501 1.652777 -0.134 -0.174 0.182 -0.17
Br 3.891852 2.317526 2.731222 0.184 0.047 -0.467 -0.19
Br 0.664207 0.557628 3.340181 -0.744 -0.453 0.048 -0.09
Br 4.200531 -3.169562 -0.664573 -0.893 -0.984 0.173 -0.13
Br -2.363276 0.254097 5.573904 0.310 -0.560 -1.057 -0.19
Br 2.507924 -3.502164 2.372987 -0.016 -0.569 -0.649 -0.17
Br 2.323128 2.778116 -1.187743 0.058 0.087 0.046 -0.18
Br -0.236553 -5.432500 -1.708112 0.275 0.211 -0.459 -0.12
Br -1.774970 -1.152540 -3.883953 0.403 0.269 0.096 -0.16
Br 2.981785 -5.678740 -3.956506 -0.391 0.241 0.270 -0.14
Br 0.363170 -1.269982 -0.292833 0.408 0.151 -0.572 -0.10
Br -5.271775 -0.416067 -1.136839 -0.257 -0.067 0.167 -0.19
O -2.680392 3.780426 0.290969 -0.927 -0.684 -1.404 -0.37
O -0.854902 2.925876 1.189742 0.190 -0.847 -1.076 0.09
O -1.547777 2.189341 -0.837551 0.603 -0.767 0.461 -0.55
C -4.094758 -1.128998 -2.480035 -0.885 -1.641 -0.723 -0.69
C 1.825912 1.136064 -0.275190 -0.344 0.406 1.617 -0.11
C -1.870538 -0.877027 3.992653 0.220 0.036 0.254 -0.74
C 1.144087 0.270810 -1.258556 -1.329 0.601 -0.034 -0.42
C 2.016931 -4.622905 0.777557 -0.988 1.262 0.661 -0.17
C -1.100664 3.809177 2.289658 -0.911 -0.749 -0.047 -0.87
C 3.750933 4.120219 1.956930 0.965 -0.010 0.335 -0.52
C 1.219426 -4.836435 -4.185849 -0.835 -1.492 0.121 -0.66
C 2.347373 4.536866 2.168829 -1.902 -0.452 -0.896 -0.10
C -2.809341 -0.447565 -2.398854 0.615 0.872 0.195 -0.16
C -1.706722 2.861183 0.140343 0.665 1.845 1.200 0.65
C 0.600251 -4.157600 -2.957976 0.552 -0.186 -0.619 0.07
C -1.120931 -0.181810 2.892566 -0.197 1.374 -0.838 0.06
C -3.450028 3.824900 -0.966164 -0.912 -0.734 0.312 -0.39
C 3.111602 -4.838925 -0.221326 1.365 0.356 0.146 -0.20
H 1.156796 -4.072367 0.379546 0.419 -0.178 -0.028 -0.20
H 0.267421 0.835139 -1.649000 0.673 -0.704 0.012 0.17
H -2.795120 -1.306312 3.587065 0.156 0.295 0.238 0.46
H -4.546943 -1.041552 -3.473251 -0.137 0.401 0.362 0.44
H -3.466623 2.793904 -1.398723 -0.022 1.182 0.231 0.03
H -3.934270 -2.206222 -2.365165 -0.393 0.153 0.498 0.44
H 4.043935 4.164734 0.892474 -0.163 -0.438 0.629 0.37
H -0.446265 3.494578 3.081987 0.444 -0.005 0.125 0.24
H -0.963501 -0.832122 2.025083 0.125 -0.191 0.516 -0.04
H 1.855398 0.001494 -2.010609 -0.042 -0.810 -0.605 0.47
H 1.628205 -5.528696 1.249653 0.369 -0.081 -0.403 0.46
H 0.575075 -5.659183 -4.535838 0.235 0.274 0.285 0.42
H 3.855292 -5.515751 0.206079 0.002 0.168 -0.254 0.39
H -2.951171 4.533788 -1.603502 0.170 0.075 -0.428 0.29
H 2.720689 0.715251 0.173887 0.088 -0.039 -0.185 0.51
H 1.128641 1.382433 0.545917 0.450 0.222 -0.433 -0.25
H -2.112638 3.644458 2.604900 -0.549 0.014 0.427 0.44
H 1.400817 -3.636469 -2.425394 -0.504 0.175 0.164 0.15
H -1.018240 4.842604 2.033249 0.444 0.631 -0.343 0.29
H -0.228050 -3.500650 -3.267804 0.565 -0.145 0.215 -0.08
H -2.973156 0.614305 -2.505193 0.455 0.324 -0.382 0.12
H 1.658689 3.983202 1.451177 0.864 0.694 0.959 -0.22
H 1.358323 -4.224204 -5.052100 0.025 0.921 -0.085 0.41
H -1.663265 0.682022 2.461585 0.206 -0.341 0.520 0.02
H 2.804483 -5.208674 -1.207474 -0.206 0.124 0.506 -0.05
H -4.500187 4.144330 -0.817219 0.801 -0.036 0.545 0.25
H -1.241889 -1.678844 4.358756 -0.105 -0.109 0.414 0.42
H 4.455375 4.708951 2.553306 -0.217 -0.065 -0.217 0.44
H 1.964416 4.389838 3.195117 0.421 0.350 -0.526 0.39
H -2.305823 -0.595896 -1.446770 0.274 -0.251 -0.201 0.18